[1]
{
  "formula": "C43H38BaN10O2S",
  "method": "ωB97M-V/def2-TZVPD",
  "species": ["Ba", "C", "C", "C", "C", "C", "N", "C", "N", "C", "C", "C", "C", "C", "C", "C", "C", "N", "C", "N", "C", "N", "C", "N", "C", "N", "C", "C", "C", "C", "C", "C", "C", "C", "C", "C", "C", "C", "N", "C", "C", "H", "H", "H", "H", "H", "H", "H", "H", "H", "H", "H", "H", "H", "H", "H", "H", "C", "C", "C", "O", "H", "H", "H", "H", "H", "H", "C", "N", "C", "C", "O", "H", "H", "H", "H", "H", "H", "H", "C", "C", "C", "C", "C", "N", "H", "H", "H", "H", "H", "H", "H", "H", "H", "S"],
  "xyz": [[-0.0730, 0.4225, -0.3706], [-5.2953, 4.9060, 0.3259], [-6.0694, 3.7554, 0.6935], [-5.5485, 2.4975, 0.5919], [-4.2225, 2.3388, 0.1051], [-3.3947, 1.2238, -0.0548], [-2.1890, 1.6398, -0.5327], [-2.2007, 2.9800, -0.6534], [-1.0646, 3.7693, -1.1488], [0.1309, 3.7088, -0.5761], [1.2256, 4.7581, -0.6045], [1.3901, 5.9735, -1.2533], [2.5271, 6.7263, -0.9573], [3.4739, 6.2801, -0.0379], [3.3015, 5.0616, 0.6127], [2.1752, 4.3235, 0.3113], [1.7245, 3.0100, 0.8531], [2.3723, 2.3568, 1.7452], [1.9945, 1.1105, 2.2947], [1.0197, 0.2744, 1.8156], [0.9703, -0.8477, 2.5606], [0.0519, -1.9269, 2.4172], [-1.0676, -1.7916, 1.7785], [-1.5663, -0.7107, 1.1146], [-2.8921, -0.9442, 0.7433], [-3.7459, -0.1197, 0.2647], [-3.2140, -2.3677, 1.0953], [-4.3471, -3.1346, 0.8981], [-4.3277, -4.4608, 1.3290], [-3.1965, -4.9927, 1.9517], [-2.0643, -4.2040, 2.1579], [-2.0936, -2.8950, 1.7150], [1.9742, -0.7796, 3.5513], [2.3971, -1.6741, 4.5597], [3.4484, -1.3216, 5.3659], [4.1014, -0.0579, 5.1991], [3.7004, 0.8338, 4.2395], [2.6215, 0.4863, 3.3828], [0.5082, 2.7044, 0.2341], [-3.4463, 3.4893, -0.2595], [-4.0164, 4.7840, -0.1414], [-5.7391, 5.8916, 0.4205], [-7.0822, 3.8901, 1.0602], [-6.1290, 1.6269, 0.8780], [0.6446, 6.2964, -1.9649], [2.6736, 7.6770, -1.4571], [4.3479, 6.8864, 0.1721], [4.0138, 4.6865, 1.3376], [-5.2200, -2.7027, 0.4220], [-5.2020, -5.0858, 1.1839], [-3.2069, -6.0251, 2.2815], [-1.1818, -4.5893, 2.6556], [1.8903, -2.6251, 4.6842], [3.7863, -1.9993, 6.1424], [4.9259, 0.1983, 5.8568], [4.1968, 1.7921, 4.1278], [-3.4377, 5.6490, -0.4405], [2.3619, -2.8316, -2.2581], [1.3254, -2.6684, -1.1838], [1.2034, -3.7236, -0.1288], [0.6144, -1.6798, -1.1901], [3.3120, -2.4761, -1.8452], [2.1177, -2.2247, -3.1244], [2.4806, -3.8858, -2.5159], [2.0760, -4.3769, -0.1170], [0.3182, -4.3237, -0.3723], [1.0164, -3.2744, 0.8522], [5.0070, -0.3155, 1.0222], [4.7325, -0.3325, -0.4022], [5.6694, -0.9987, -1.2717], [3.6383, 0.2901, -0.9093], [3.3262, 0.3123, -2.0898], [5.9801, 0.1416, 1.2229], [5.0079, -1.3275, 1.4348], [4.2396, 0.2576, 1.5381], [6.6654, -0.5599, -1.1596], [5.3416, -0.8888, -2.3019], [5.7418, -2.0626, -1.0207], [3.0393, 0.7844, -0.1273], [-3.4040, -1.6883, -4.6373], [-2.3526, -2.4270, -3.8021], [-2.4742, -3.9438, -3.9955], [-2.5396, -2.0798, -2.3257], [-1.0013, -2.0351, -4.2909], [0.0333, -1.7866, -4.7273], [-4.3950, -1.9893, -4.2900], [-3.3121, -1.9255, -5.6989], [-3.3117, -0.6098, -4.5089], [-3.4654, -4.2563, -3.6604], [-1.7284, -4.4727, -3.3998], [-2.3474, -4.2259, -5.0422], [-3.4720, -2.5411, -1.9935], [-2.6254, -1.0097, -2.1348], [-1.7390, -2.4772, -1.6992], [-1.4343, 4.8797, -2.5225]],
  "forces_ev_per_a": [[0.751, 0.806, -2.542], [-0.147, -0.178, 0.072], [0.100, 0.245, -0.059], [0.265, -0.015, -0.131], [-0.524, 0.056, 0.262], [0.055, -0.526, 0.148], [-0.934, 0.354, -0.176], [0.394, 0.331, -0.123], [-0.707, 0.032, -0.195], [0.410, 0.312, 0.359], [-0.524, -0.236, -0.283], [0.067, 0.039, 0.021], [-0.103, -0.071, -0.033], [-0.036, -0.099, 0.044], [0.080, 0.170, -0.085], [0.099, -0.502, 0.335], [-0.527, 0.353, -0.342], [0.078, -0.797, 0.432], [-0.139, 0.450, -0.505], [0.401, 0.274, 1.013], [-0.470, -0.392, -0.079], [0.664, 0.469, 0.036], [-0.464, -0.010, -0.041], [-1.379, -0.758, 1.048], [0.503, -0.207, 0.533], [0.015, 0.673, -0.473], [-0.147, 0.454, -0.222], [-0.080, -0.121, 0.017], [0.052, 0.096, -0.010], [0.030, 0.115, -0.031], [-0.083, -0.113, 0.013], [0.556, 0.191, 0.164], [0.050, -0.321, 0.229], [-0.014, 0.149, -0.092], [0.091, 0.233, -0.052], [-0.067, -0.214, 0.066], [-0.195, -0.070, -0.153], [0.422, 0.065, 0.377], [0.352, 1.630, 0.811], [-0.071, 0.176, 0.012], [0.087, -0.169, -0.066], [-0.014, -0.007, 0.000], [0.010, 0.040, -0.002], [0.038, -0.007, -0.006], [0.022, 0.036, 0.000], [0.010, 0.004, 0.003], [0.004, 0.011, -0.006], [-0.013, 0.011, -0.008], [0.016, -0.006, 0.010], [0.012, -0.007, 0.004], [0.013, -0.007, 0.006], [-0.016, -0.001, -0.006], [-0.007, 0.020, -0.021], [0.026, 0.025, 0.012], [-0.001, -0.012, 0.004], [-0.023, -0.014, -0.015], [-0.012, 0.003, 0.005], [0.086, -0.145, 0.137], [0.348, 0.034, -0.306], [-0.086, -0.037, -0.019], [0.496, -2.461, -0.704], [-0.015, -0.045, -0.021], [-0.029, 0.017, -0.013], [0.025, 0.032, -0.056], [-0.034, 0.012, 0.029], [0.040, -0.002, 0.030], [0.012, 0.031, -0.020], [0.028, -0.006, -0.053], [-0.155, 0.060, -0.003], [0.059, -0.016, 0.093], [-0.041, 0.041, -0.036], [0.061, -0.081, 0.142], [0.011, 0.009, -0.032], [-0.009, -0.024, -0.009], [-0.030, 0.003, 0.008], [0.011, 0.000, -0.023], [-0.044, 0.017, -0.014], [-0.005, 0.006, -0.014], [0.103, -0.025, 0.017], [-0.030, -0.007, -0.029], [0.340, 0.162, -0.146], [-0.053, -0.030, 0.013], [0.000, -0.111, 0.216], [-0.238, -0.034, 0.078], [-0.101, -0.050, 0.075], [0.021, 0.024, -0.027], [0.002, -0.011, 0.020], [0.004, -0.023, 0.004], [0.026, -0.027, -0.023], [-0.015, 0.017, -0.001], [-0.003, 0.021, 0.011], [-0.009, 0.092, 0.058], [0.035, 0.048, -0.136], [0.006, -0.011, -0.057], [0.210, -0.444, 0.529]],
  "mulliken_charge": [2.50, -0.63, -0.50, -0.33, 0.65, -1.32, 0.16, -0.32, 0.03, 0.60, -0.26, -0.10, -0.63, -0.57, -0.17, 0.33, -0.27, -0.28, -1.43, -0.21, -0.98, -0.47, 0.22, -0.84, -0.35, -0.52, 0.01, 0.29, -0.75, -0.63, 0.15, -0.18, 0.60, -0.14, -0.70, -0.62, -0.31, 0.60, -0.56, 0.19, -0.42, 0.36, 0.37, 0.46, 0.35, 0.38, 0.37, 0.55, 0.55, 0.38, 0.39, 0.54, 0.48, 0.37, 0.37, 0.44, 0.38, -1.14, 0.67, -0.88, -0.27, 0.02, 0.29, 0.48, 0.46, 0.25, 0.09, -0.47, 0.24, -1.12, 0.41, -0.69, 0.34, 0.28, -0.16, 0.33, 0.34, 0.32, 0.24, -1.89, 2.97, -1.82, -1.35, -0.35, -0.64, 0.39, 0.46, 0.40, 0.38, 0.34, 0.45, 0.42, 0.25, -0.04, -0.60],
  "spin_multiplicity": 1,
  "energy_ev": -75736.63602,
  "fmax_ev_per_a": 2.77,
  "charge": -2
}



[2]
{
  "formula": "C43H38Br2ClN7O4Ta",
  "method": "ωB97M-V/def2-TZVPD",
  "species": ["Ta", "C", "N", "C", "C", "N", "C", "C", "C", "C", "C", "C", "N", "C", "N", "C", "C", "C", "C", "C", "C", "N", "H", "H", "H", "H", "H", "H", "H", "H", "H", "H", "H", "H", "H", "H", "H", "C", "C", "C", "C", "C", "C", "Br", "C", "C", "Br", "C", "O", "C", "N", "H", "H", "H", "H", "H", "H", "C", "C", "C", "C", "C", "C", "C", "C", "N", "H", "H", "H", "H", "H", "H", "H", "H", "H", "C", "C", "C", "C", "Cl", "C", "C", "C", "O", "C", "C", "O", "O", "H", "H", "H", "H", "H", "H", "H", "H"],
  "xyz": [[0.3661, -0.0510, 0.0174], [-1.0127, 3.2608, 0.7134], [-0.4048, 2.2262, 1.5211], [-1.0695, 1.9074, 2.7635], [-1.4548, 0.4742, 2.8033], [-1.1073, -0.4112, 1.9236], [-1.6223, -1.6412, 2.3835], [-1.5281, -2.9323, 1.8683], [-2.1596, -3.9478, 2.5566], [-2.8685, -3.7015, 3.7443], [-2.9501, -2.4316, 4.2771], [-2.3088, -1.4216, 3.5712], [-2.1812, -0.0572, 3.8110], [-1.4676, 2.6988, -0.5815], [-1.1821, 1.5027, -0.9953], [-1.7289, 1.3945, -2.2958], [-1.7122, 0.3481, -3.2165], [-2.3596, 0.5485, -4.4205], [-3.0084, 1.7598, -4.7167], [-3.0221, 2.8055, -3.8150], [-2.3687, 2.5876, -2.6072], [-2.1840, 3.3965, -1.4854], [-1.8613, 3.7117, 1.2198], [-0.3019, 4.0603, 0.5110], [0.5736, 2.4045, 1.6659], [-0.4215, 2.1098, 3.6169], [-1.9596, 2.5163, 2.8941], [-0.9720, -3.1417, 0.9678], [-2.1073, -4.9611, 2.1733], [-3.3530, -4.5260, 4.2552], [-3.4847, -2.2362, 5.2023], [-2.5473, 0.4418, 4.6012], [-1.2083, -0.5824, -3.0004], [-2.3716, -0.2492, -5.1548], [-3.5054, 1.8766, -5.6738], [-3.5163, 3.7458, -4.0416], [-2.5026, 4.3430, -1.3781], [3.6249, -1.6288, -0.5417], [2.5293, -2.5678, -0.9611], [2.8383, -3.8353, -1.5079], [1.8506, -4.6792, -1.9216], [0.4995, -4.2708, -1.8481], [-0.6265, -5.0022, -2.3098], [-0.4021, -6.7109, -3.0764], [-1.8780, -4.4770, -2.2227], [-2.0714, -3.1988, -1.6550], [-3.8045, -2.4740, -1.5447], [-1.0207, -2.4697, -1.1900], [-1.1136, -1.2565, -0.6373], [0.2693, -3.0097, -1.2924], [1.2692, -2.1948, -0.8265], [4.5920, -1.9729, -0.9121], [3.6836, -1.5484, 0.5477], [3.4327, -0.6236, -0.9201], [3.8804, -4.1252, -1.5897], [2.0919, -5.6574, -2.3245], [-2.7306, -5.0302, -2.5934], [3.1710, 2.1395, 2.2448], [3.4190, 0.7229, 2.7078], [4.4639, 0.4721, 3.5869], [4.6979, -0.8008, 4.0792], [3.8399, -1.8305, 3.7331], [2.7858, -1.6217, 2.8543], [1.8324, -2.7485, 2.5425], [2.6063, -0.3471, 2.2920], [1.6038, -0.1677, 1.3139], [4.0697, 2.7463, 2.3639], [2.3962, 2.6062, 2.8733], [2.8704, 2.1786, 1.1944], [5.1053, 1.2961, 3.8892], [5.5380, -0.9868, 4.7384], [3.9825, -2.8191, 4.1576], [1.8797, -3.5098, 3.3207], [2.0651, -3.2384, 1.5902], [0.8068, -2.3868, 2.4723], [4.7944, 0.3302, -3.7302], [5.1030, 1.0685, -2.4493], [6.1084, 0.6187, -1.5944], [6.4624, 1.3426, -0.4713], [7.7146, 0.7382, 0.5722], [5.8462, 2.5531, -0.1868], [4.8192, 2.9901, -1.0097], [4.4408, 2.2389, -2.1090], [3.4580, 2.7305, -2.9348], [2.3248, 1.9218, -3.1365], [1.7047, 1.3020, -1.9134], [1.5348, 1.9092, -0.8259], [1.2631, 0.0989, -2.0154], [5.6351, -0.3034, -4.0102], [4.6097, 1.0322, -4.5465], [3.9103, -0.3128, -3.6343], [6.6442, -0.2970, -1.8299], [6.1734, 3.1467, 0.6601], [4.3124, 3.9331, -0.8276], [2.5227, 1.1279, -3.8431], [1.5567, 2.5650, -3.5594]],
  "forces_ev_per_a": [[0.123, 0.332, 0.164], [0.106, 0.091, -0.061], [0.327, -0.304, -0.412], [0.107, -0.102, 0.145], [-0.223, -0.081, 0.382], [0.331, -0.422, -0.859], [0.030, 0.144, -0.318], [-0.060, -0.039, -0.027], [-0.025, -0.031, 0.049], [0.007, -0.066, -0.022], [-0.074, -0.008, 0.155], [-0.009, 0.289, 0.073], [-0.106, -0.145, 0.128], [-0.230, 0.164, -0.329], [0.256, -0.871, -0.427], [0.098, -0.188, 0.334], [0.011, -0.042, -0.046], [-0.015, 0.042, -0.004], [0.014, -0.048, -0.023], [-0.056, 0.114, -0.026], [-0.001, 0.233, 0.194], [-0.128, 0.105, -0.231], [-0.147, 0.130, 0.141], [0.109, 0.091, -0.031], [0.290, 0.088, 0.059], [0.078, 0.042, 0.095], [-0.159, 0.145, 0.039], [-0.042, -0.052, 0.140], [0.005, 0.095, 0.039], [0.044, 0.077, -0.050], [0.078, -0.022, -0.142], [-0.030, 0.060, 0.054], [-0.023, 0.044, -0.025], [0.009, 0.075, 0.063], [0.055, -0.016, 0.104], [0.068, -0.142, 0.043], [-0.034, 0.054, 0.020], [-0.043, -0.149, -0.012], [-0.003, 0.259, 0.102], [0.132, -0.061, 0.006], [0.013, -0.170, -0.087], [0.165, -0.133, -0.066], [0.150, -0.059, 0.003], [0.045, -0.038, -0.007], [-0.150, 0.088, 0.017], [-0.480, -0.121, -0.162], [0.009, -0.051, 0.009], [-0.060, 0.912, 0.246], [-0.013, -0.584, -0.073], [0.809, 0.160, 0.142], [-0.404, 0.326, 0.210], [-0.107, 0.015, -0.001], [0.020, -0.109, -0.176], [0.050, -0.089, 0.016], [-0.122, 0.037, 0.020], [-0.024, 0.112, 0.020], [0.013, 0.042, 0.046], [-0.072, -0.150, -0.016], [-0.069, 0.218, -0.200], [0.105, 0.069, 0.020], [0.064, 0.004, 0.045], [0.026, -0.087, 0.063], [-0.202, -0.210, 0.042], [0.140, 0.055, -0.099], [-0.734, 0.069, -0.255], [0.601, 0.007, -0.124], [-0.045, -0.049, 0.001], [0.041, -0.037, -0.150], [-0.021, 0.011, 0.107], [-0.056, -0.102, -0.062], [-0.089, 0.029, -0.004], [-0.002, 0.051, -0.042], [0.002, 0.008, -0.002], [0.004, 0.058, 0.080], [0.178, -0.041, 0.056], [0.059, -0.091, 0.123], [0.223, -0.362, -0.038], [0.046, -0.164, -0.141], [-0.032, 0.074, 0.026], [-0.066, 0.058, -0.036], [-0.027, 0.026, 0.042], [0.019, 0.179, 0.105], [0.115, -0.192, -0.130], [-0.433, 0.547, 0.227], [0.029, 0.094, -0.129], [-0.291, -0.426, 0.495], [-0.149, -0.540, 0.034], [-0.061, 0.834, 0.522], [-0.013, 0.010, 0.015], [0.038, -0.047, 0.058], [0.173, 0.019, 0.014], [-0.060, 0.116, 0.034], [-0.069, -0.100, -0.068], [0.050, -0.138, 0.026], [-0.096, -0.161, -0.147], [-0.107, 0.140, -0.135]],
  "mulliken_charge": [0.80, -1.53, 0.56, -1.16, 0.16, 0.56, -0.78, 1.11, -1.48, -0.63, -1.16, 0.12, -0.12, 0.43, 0.61, -0.04, 0.09, -1.27, -0.57, -1.15, 0.47, -0.12, 0.56, 0.42, -0.33, 0.40, 0.48, 0.70, 0.51, 0.41, 0.43, 0.23, 0.49, 0.46, 0.41, 0.44, 0.23, -0.37, 0.57, -1.22, -1.32, 0.97, 0.05, -0.19, -0.17, 0.42, -0.16, -0.90, -0.62, -0.17, 0.94, 0.57, -0.36, -0.44, 0.57, 0.40, 0.50, -0.99, 0.84, -0.95, -1.06, -0.88, 1.33, -0.91, -0.21, 1.96, 0.53, 0.30, -0.17, 0.45, 0.41, 0.48, 0.61, 0.18, -0.20, -1.72, 1.07, -0.64, 0.19, -0.24, -0.62, -0.40, 0.38, -0.54, -1.29, 1.39, -0.47, -0.83, 0.49, 0.40, 0.18, 0.44, 0.51, 0.48, 0.35, 0.37],
  "spin_multiplicity": 1,
  "energy_ev": -217989.71322,
  "fmax_ev_per_a": 1.01,
  "charge": 1
}



| no. | HOMO-LUMO gap (eV) |
| --- | --- |
| 1 | 4.163 |
| 2 | 7.544 |